Entry w
{"formula": "C3H3Cl3", "method": "ωB97M-V/def2-TZVPD", "lumo_ev": [-1.2, -0.1], "charge": 0, "homo_energy_ev": [-8.6, -9.0], "elements": ["C", "C", "C", "Cl", "Cl", "Cl", "H", "H", "H"], "xyz": [[-0.03657, -1.50212, -0.60390], [-0.88359, 1.05769, 0.53166], [1.14114, -1.04044, -0.71984], [-1.67502, 2.23353, -0.54329], [-1.80530, 0.61853, 1.87769], [0.71505, 1.40846, 0.95516], [-0.95931, -1.17801, -0.25907], [2.10443, -1.47658, -1.05715], [1.39916, -0.12104, -0.18126]], "mulliken_charge": [-0.252, 0.232, -0.304, -0.136, -0.093, -0.141, 0.441, 0.228, 0.025]}

***

Entry x
{"formula": "C3H3Cl3", "method": "ωB97M-V/def2-TZVPD", "lumo_ev": 0.3, "charge": 0, "homo_energy_ev": -9.0, "elements": ["C", "C", "C", "Cl", "Cl", "Cl", "H", "H", "H"], "xyz": [[1.42283, -0.00661, -0.04652], [-1.79896, 0.77409, 0.87930], [-0.19175, -0.03601, 0.08837], [-3.02889, -0.32468, 0.65525], [-1.03498, 1.20527, -0.92115], [-0.63468, -1.64811, -0.47395], [1.80959, -0.67694, 0.70803], [1.70116, -0.29829, -1.04642], [1.75569, 1.01127, 0.15709]], "mulliken_charge": [-1.049, -0.057, 0.356, -0.038, -0.036, -0.178, 0.324, 0.354, 0.325]}

***

Entry y
{"formula": "C3H3Cl3", "method": "ωB97M-V/def2-TZVPD", "lumo_ev": -0.9, "charge": 0, "homo_energy_ev": -9.6, "elements": ["C", "C", "C", "Cl", "Cl", "Cl", "H", "H", "H"], "xyz": [[-1.48510, 0.15257, -0.67826], [-1.26615, -0.03358, 0.60867], [2.43367, -0.48721, -0.22177], [-1.12400, -1.51183, 1.45284], [2.76083, 0.13657, 1.21295], [3.28134, 0.45696, -1.43468], [-1.53289, 1.13804, -1.05565], [-1.68740, -0.63619, -1.32042], [-1.38029, 0.78467, 1.43632]], "mulliken_charge": [-0.568, -0.076, 0.067, -0.156, 0.031, -0.097, 0.259, 0.266, 0.273]}

***

Result of the stability comparison: entry w is the least stable of them.

***

Entry w
{"formula": "C5H9N2", "method": "ωB97M-V/def2-TZVPD", "lumo_ev": -5.4, "charge": 1, "homo_energy_ev": -13.6, "elements": ["C", "C", "C", "C", "C", "N", "N", "H", "H", "H", "H", "H", "H", "H", "H", "H"], "xyz": [[0.14874, -0.09937, 1.46048], [2.22918, 0.09242, 2.72471], [-1.32213, 0.53778, -1.84854], [-0.29398, -0.48001, -2.10281], [0.21432, 0.41064, 0.07968], [1.27413, -0.58982, 2.35718], [-0.81171, -0.24838, -0.72730], [-0.45544, 0.82836, 1.97733], [-0.56641, -0.97573, 1.76647], [2.90153, -0.44259, 3.34731], [2.59628, 1.07826, 2.15918], [-1.04249, 1.50718, -2.00426], [-2.28556, 0.38707, -2.11272], [-0.64437, -1.34439, -2.48008], [0.65383, -0.24615, -2.27523], [-1.44188, -0.87000, -0.37723]], "mulliken_charge": [-0.272, -0.209, -0.345, -0.310, -0.433, -0.321, 0.072, 0.352, 0.343, 0.304, 0.221, 0.289, 0.333, 0.313, 0.317, 0.347]}

***

Entry x
{"formula": "C5H9N2", "method": "ωB97M-V/def2-TZVPD", "lumo_ev": -3.7, "charge": 1, "homo_energy_ev": -13.7, "elements": ["C", "C", "C", "C", "C", "N", "N", "H", "H", "H", "H", "H", "H", "H", "H", "H"], "xyz": [[1.29866, 0.00555, -0.01650], [-2.15603, -0.02477, 0.40789], [-1.14858, -0.21994, -0.48847], [-3.54416, -0.53102, -0.02769], [3.21576, 0.31958, 0.00392], [0.17351, -0.16124, -0.18380], [4.08154, -0.68462, 0.11773], [-2.16690, 0.15492, 1.49328], [-1.35469, -0.45912, -1.46484], [-3.58248, -0.28416, -1.08587], [-3.50148, -1.63687, 0.07404], [-4.27172, -0.13635, 0.67954], [3.40705, 0.97166, 0.82945], [3.30605, 0.65288, -1.02611], [4.41130, -1.04362, 0.93897], [4.27169, -1.21747, -0.73242]], "mulliken_charge": [0.256, -0.042, -0.308, -0.977, -0.320, 0.006, -0.282, 0.312, 0.357, 0.328, 0.281, 0.332, 0.343, 0.288, 0.198, 0.227]}

***

Result of the stability comparison: entry w is the least stable of them.